Computed, not measured: a structure of composition C13H33O16S4V in a non-equilibrium geometry, with the ωB97M-V functional and the def2-TZVPD basis.

Geometry (Å):
O  -2.51637  2.96612  0.62696
V  -2.46082  1.73322  -0.31068
O  0.41725  -0.80197  0.62555
C  -0.45695  0.14521  0.24475
O  -1.13306  0.77837  1.04250
O  -0.71953  0.39168  -0.96295
H  0.14789  -0.85377  1.55869
O  2.63903  -1.53748  -3.34253
S  2.05399  -2.65181  -2.58580
O  2.21171  -4.02497  -2.99804
O  2.50821  -2.54952  -0.98119
C  3.30589  -1.43385  -0.64451
C  3.70893  -1.69389  0.79262
C  0.29150  -2.37239  -2.30050
H  2.68356  -0.53739  -0.66500
H  4.10950  -1.37857  -1.37785
H  4.44223  -2.49585  0.87422
H  2.82636  -1.95775  1.37377
H  4.14263  -0.78355  1.20846
H  -0.01459  -1.39422  -2.66804
H  0.07823  -2.53595  -1.24696
H  -0.19276  -3.08509  -2.96866
O  0.04846  -0.72739  3.39600
S  1.11761  -0.25978  4.28289
O  0.97687  -0.08290  5.71984
O  2.43185  -1.21416  3.94302
C  3.58746  -1.02232  4.81258
C  4.73581  -1.98650  4.40703
C  1.68338  1.34647  3.63574
H  3.27649  -1.19918  5.84051
H  4.00222  -0.03730  4.60348
H  5.24331  -2.46469  5.24286
H  5.44740  -1.32073  3.91813
H  4.45516  -2.72546  3.65743
H  0.91863  2.08274  3.87881
H  1.72639  1.26003  2.55052
H  2.65257  1.57176  4.07572
O  -5.56842  -0.55245  -1.76348
S  -4.46572  -1.11282  -1.00543
O  -3.38636  -0.26884  -0.48910
O  -4.99499  -2.03319  0.24230
C  -6.20513  -2.74397  0.05367
C  -6.47019  -3.61516  1.26670
C  -3.63380  -2.36379  -2.03025
H  -6.24173  -3.28691  -0.89203
H  -6.97927  -1.98111  -0.04183
H  -6.85464  -3.00530  2.08465
H  -5.51561  -4.02843  1.59366
H  -7.20529  -4.41078  1.15651
H  -2.84118  -2.77941  -1.40749
H  -3.12651  -1.96771  -2.90930
H  -4.31920  -3.15147  -2.33873
O  1.22937  4.09044  -1.18765
S  0.24793  3.56817  -2.06912
O  -0.95496  2.99729  -1.54970
O  -0.29151  4.69240  -3.18743
C  0.63007  5.79000  -3.39875
C  0.13867  7.02217  -2.68064
C  0.99696  2.30823  -3.23013
H  0.56821  5.99437  -4.46857
H  1.67454  5.54198  -3.21271
H  0.35333  6.93363  -1.61435
H  -0.94996  7.07975  -2.71734
H  0.49227  7.99025  -3.03260
H  1.60507  1.59308  -2.67846
H  1.51189  2.79536  -4.05670
H  0.17974  1.75704  -3.69506

The electronic energy is -115796.527 eV. As for the expectation value of S²: 0.7785. The frontier orbital gap (alpha / beta) is 7.9 / 8.3 eV. Its net charge is +1. The value obtained for the HOMO energy (alpha / beta) is -12.95 / -12.95 eV. The lowest unoccupied orbital energy (alpha / beta) comes out at -5.08 / -4.61 eV. The spin multiplicity is 2.

Löwdin atomic charge list, values in e, 8 entries: O -0.191; V 1.248; O 0.150; C -0.750; O 0.014; O -0.056; H 0.078; O -0.306